Entry from the OMol25 dataset: a gas-phase ion, C4H8N (charge +1) (the ωB97M-V functional and the def2-TZVPD basis).

Summary:
* total charge: +1
* calculated total energy: -5756.7758 eV
* gap between HOMO and LUMO (alpha / beta): 7.124 / 8.321 eV
* LUMO energy (alpha / beta): -0.2559 / -0.2293 Eh
* largest force on an atom: 3.03 eV/A
* 2S+1: 1
* E_HOMO (alpha / beta): -14.087 / -14.561 eV

Each line ends with the Löwdin charge.
Cartesian coordinates (Å):
N -0.689 -0.017 -1.183  0.057
C 0.045 0.844 -0.791  0.008
C 1.520 -0.045 1.219  0.194
C -1.460 -1.162 -0.982  -0.043
C 0.556 0.953 0.867  -0.116
H 1.049 1.932 0.832  0.127
H 2.607 0.167 0.945  0.124
H 1.393 -0.963 1.766  0.087
H -2.124 -1.367 -1.898  0.138
H -2.098 -0.970 -0.110  0.112
H -0.290 1.019 1.479  0.097
H 0.326 1.618 -1.395  0.117
H -0.833 -2.009 -0.749  0.098

=====

Entry from the OMol25 dataset: C4H8N2 in the gas phase (the ωB97M-V functional and the def2-TZVPD basis).

Summary:
* calculated total energy: -7252.9130 eV
* gap between HOMO and LUMO: 9.850 eV
* LUMO energy: 0.0355 Eh
* largest force on an atom: 7.13 eV/A
* 2S+1: 1
* E_HOMO: -8.885 eV
* structure (SMILES): C/C=N\N1CC1

Each line ends with the Löwdin charge.
Cartesian coordinates (Å):
N 0.191 1.635 -0.240  0.058
N -1.174 0.990 -0.270  -0.139
C -1.457 0.015 0.713  -0.181
C 1.484 -0.667 -0.057  -0.050
C -1.393 -0.371 -0.742  -0.106
C 1.277 0.885 -0.034  -0.139
H 2.067 -0.906 -0.802  0.019
H 2.150 1.506 0.145  0.089
H -2.326 0.298 1.499  0.150
H -2.231 -0.546 -1.378  0.093
H -0.411 -0.586 -1.090  0.060
H 2.041 -0.824 0.896  0.103
H -0.786 -0.310 1.401  0.046
H 0.569 -1.118 -0.041  -0.003

=====

Entry from the OMol25 dataset: 2 unconnected molecules or ions with the total composition C4H8N2 (the ωB97M-V functional and the def2-TZVPD basis).

Summary:
* calculated total energy: -7254.6111 eV
* gap between HOMO and LUMO (alpha / beta): 8.298 / 8.297 eV
* LUMO energy (alpha / beta): 0.0171 / 0.0170 Eh
* largest force on an atom: 0.91 eV/A
* 2S+1: 1
* E_HOMO (alpha / beta): -7.834 / -7.834 eV

Each line ends with the Löwdin charge.
Cartesian coordinates (Å):
N 0.650 0.033 0.831  -0.082
N -1.665 2.524 1.111  0.130
C 1.556 -0.822 0.386  -0.042
C -1.302 -0.591 -0.582  -0.064
C -0.511 0.394 0.228  -0.413
C -1.145 1.555 0.735  -0.220
H 0.974 0.684 1.540  0.165
H 1.265 -1.621 -0.280  0.064
H 1.441 0.408 -1.222  0.069
H 0.786 0.815 -1.247  0.079
H 2.525 -0.842 0.861  0.070
H -2.074 -0.072 -1.161  0.088
H -0.692 -1.167 -1.290  0.067
H -1.808 -1.299 0.092  0.089

=====

Entry from the OMol25 dataset: C4H8N2 in the gas phase (the ωB97M-V functional and the def2-TZVPD basis).

Summary:
* calculated total energy: -7256.5458 eV
* gap between HOMO and LUMO: 9.700 eV
* LUMO energy: 0.0370 Eh
* largest force on an atom: 0.68 eV/A
* 2S+1: 1
* E_HOMO: -8.693 eV
* structure (SMILES): C[C@@H](N)C=C=N

Each line ends with the Löwdin charge.
Cartesian coordinates (Å):
N 1.720 0.601 0.091  0.025
N -2.273 1.559 -1.623  0.148
C -0.376 0.064 -0.963  -0.096
C 0.248 -1.138 1.129  -0.076
C 0.351 0.187 0.355  -0.473
C -1.413 0.775 -1.278  -0.194
H 0.013 -0.655 -1.666  0.111
H -0.116 0.985 0.944  0.136
H 0.703 -1.945 0.556  0.073
H -0.793 -1.390 1.316  0.072
H -3.256 1.377 -1.469  0.068
H 2.221 0.752 0.959  0.069
H 2.208 -0.116 -0.436  0.070
H 0.763 -1.057 2.086  0.069

=====

Entry from the OMol25 dataset: C4H8N2 in the gas phase (the ωB97M-V functional and the def2-TZVPD basis).

Summary:
* calculated total energy: -7253.2053 eV
* gap between HOMO and LUMO: 9.045 eV
* LUMO energy: 0.0387 Eh
* largest force on an atom: 0.56 eV/A
* 2S+1: 1
* E_HOMO: -7.992 eV

Each line ends with the Löwdin charge.
Cartesian coordinates (Å):
N 0.504 0.175 1.321  -0.008
N 0.228 0.985 -1.385  0.044
C -0.806 -0.398 -0.851  -0.076
C -0.290 -0.758 0.506  -0.371
C -1.194 1.008 -0.989  -0.247
C 1.119 -1.066 0.830  -0.151
H 0.423 0.138 -1.942  0.092
H 1.326 -1.863 1.541  0.100
H 1.904 -0.924 0.087  0.099
H 0.279 0.109 2.309  0.090
H 0.833 1.156 -0.581  0.086
H -1.861 1.312 -1.799  0.097
H -1.028 -1.377 1.021  0.133
H -1.302 1.639 -0.101  0.112

=====

Entry from the OMol25 dataset: C4H8N2 in the gas phase (the ωB97M-V functional and the def2-TZVPD basis).

Summary:
* calculated total energy: -7254.5006 eV
* gap between HOMO and LUMO: 8.861 eV
* LUMO energy: 0.0278 Eh
* largest force on an atom: 3.14 eV/A
* 2S+1: 1
* E_HOMO: -8.104 eV

Each line ends with the Löwdin charge.
Cartesian coordinates (Å):
N 0.243 -0.329 -0.534  -0.045
N 1.869 -2.455 0.018  0.100
C 0.804 -2.000 -0.114  -0.476
C 0.488 0.786 0.391  -0.280
C -0.600 -1.780 -0.194  0.008
C -0.512 1.905 0.168  -0.111
H 1.518 1.189 0.286  0.124
H 0.433 0.404 1.413  0.115
H -1.189 -1.844 0.748  0.114
H 0.404 -0.077 -1.508  0.125
H -0.421 2.308 -0.847  0.071
H -0.365 2.719 0.882  0.071
H -1.522 1.505 0.285  0.070
H -1.151 -2.330 -0.997  0.115

=====

Entry from the OMol25 dataset: a molecular structure, C4H8N2 (the ωB97M-V functional and the def2-TZVPD basis).

Summary:
* calculated total energy: -7255.0995 eV
* gap between HOMO and LUMO: 9.456 eV
* LUMO energy: 0.0399 Eh
* largest force on an atom: 0.54 eV/A
* 2S+1: 1
* E_HOMO: -8.370 eV

Each line ends with the Löwdin charge.
Cartesian coordinates (Å):
N 1.026 -1.590 0.661  0.021
N 0.291 1.498 0.720  -0.029
C 0.140 1.369 -0.692  -0.183
C -1.105 0.962 0.819  -0.213
C -1.136 0.958 -0.691  -0.090
C 1.074 -1.886 -0.573  -0.126
H -1.147 -0.021 1.305  0.092
H 0.978 0.847 1.105  0.076
H 0.896 1.634 -1.431  0.101
H 1.663 -1.259 -1.245  0.058
H -1.780 1.664 1.324  0.103
H -1.910 0.831 -1.438  0.079
H 0.441 -2.260 1.163  0.045
H 0.570 -2.747 -1.029  0.067

=====

Entry from the OMol25 dataset: a molecular structure, C4H8N2 (the ωB97M-V functional and the def2-TZVPD basis).

Summary:
* calculated total energy: -7252.4885 eV
* gap between HOMO and LUMO: 8.195 eV
* LUMO energy: 0.0277 Eh
* largest force on an atom: 9.19 eV/A
* 2S+1: 1
* E_HOMO: -7.441 eV

Each line ends with the Löwdin charge.
Cartesian coordinates (Å):
N 0.700 1.090 -0.126  -0.231
N 1.121 -0.058 -0.298  -0.052
C 0.209 -1.015 -0.258  -0.205
C -1.229 -0.965 -0.098  -0.191
C -2.111 -1.972 0.249  0.019
C 1.386 2.326 0.456  -0.089
H -0.582 1.156 -0.084  0.209
H 2.182 1.988 1.157  0.056
H 1.745 2.953 -0.659  0.133
H -1.927 -3.002 0.632  0.072
H -1.674 0.002 -0.382  0.067
H -3.082 -1.706 0.027  0.009
H 0.432 3.060 0.821  0.119
H 0.634 -1.919 -0.640  0.083

=====

Entry from the OMol25 dataset: C4H8N2 in the gas phase (the ωB97M-V functional and the def2-TZVPD basis).

Summary:
* calculated total energy: -7252.4142 eV
* gap between HOMO and LUMO: 8.459 eV
* LUMO energy: 0.0350 Eh
* largest force on an atom: 5.10 eV/A
* 2S+1: 1
* E_HOMO: -7.508 eV

Each line ends with the Löwdin charge.
Cartesian coordinates (Å):
N -1.347 0.243 -0.425  -0.091
N -2.490 -0.563 -0.083  -0.016
C 0.944 1.005 0.045  -0.264
C 1.451 -1.217 -0.131  0.065
C -0.223 0.169 0.354  -0.156
C 1.992 0.015 -0.138  -0.246
H 0.688 1.405 -0.895  0.094
H 1.902 -2.134 -0.090  -0.019
H -2.420 -1.038 0.809  0.063
H -3.289 0.160 0.020  0.111
H -1.310 -0.065 -1.400  0.143
H -0.175 -0.158 1.353  0.103
H 3.051 0.368 -0.139  0.094
H 1.227 1.811 0.721  0.119

=====

Entry from the OMol25 dataset: 2 unconnected molecules or ions with the total composition C4H8N2 (the ωB97M-V functional and the def2-TZVPD basis).

Summary:
* calculated total energy: -7253.4415 eV
* gap between HOMO and LUMO (alpha / beta): 8.796 / 8.605 eV
* LUMO energy (alpha / beta): -0.0253 / -0.0161 Eh
* largest force on an atom: 1.15 eV/A
* 2S+1: 1
* E_HOMO (alpha / beta): -9.486 / -9.044 eV

Each line ends with the Löwdin charge.
Cartesian coordinates (Å):
N -0.445 0.146 0.307  0.032
N -2.773 -0.801 1.042  0.148
C 2.144 0.011 0.123  -0.117
C 0.888 0.590 0.758  -0.325
C -2.600 -0.506 -0.068  -0.366
C -1.933 -0.083 -1.242  0.016
H 2.146 -1.084 0.180  0.069
H -0.362 -0.866 0.224  0.039
H -2.312 0.843 -1.683  0.068
H 3.040 0.369 0.644  0.070
H 0.934 1.681 0.822  0.101
H -1.813 -0.867 -2.003  0.070
H 0.869 0.254 1.820  0.128
H 2.216 0.310 -0.924  0.067

=====

Entry from the OMol25 dataset: a molecular structure, C4H8N2 (the ωB97M-V functional and the def2-TZVPD basis).

Summary:
* calculated total energy: -7249.8727 eV
* gap between HOMO and LUMO: 8.327 eV
* LUMO energy: 0.0224 Eh
* largest force on an atom: 4.91 eV/A
* 2S+1: 1
* E_HOMO: -7.717 eV

Each line ends with the Löwdin charge.
Cartesian coordinates (Å):
N -0.368 1.197 0.754  0.057
N 0.501 0.484 -0.037  -0.413
C -1.467 -0.763 -0.002  -0.198
C -1.517 0.605 0.590  -0.243
C -0.118 -0.544 -0.900  -0.196
C 1.982 0.513 0.272  -0.158
H -1.503 -1.605 0.902  0.137
H -2.650 -1.101 -0.641  0.180
H 2.691 -0.039 -0.813  0.139
H 2.067 1.908 0.269  0.146
H -2.281 0.966 1.226  0.079
H 2.200 -0.209 1.535  0.143
H 0.809 -1.509 -1.178  0.177
H -0.346 0.096 -1.978  0.150

=====

Entry from the OMol25 dataset: C4H8N2 in the gas phase (the ωB97M-V functional and the def2-TZVPD basis).

Summary:
* calculated total energy: -7253.8963 eV
* gap between HOMO and LUMO: 9.849 eV
* LUMO energy: 0.0384 Eh
* largest force on an atom: 6.25 eV/A
* 2S+1: 1
* E_HOMO: -8.804 eV
* structure (SMILES): C[C@@H]1C=NNC1

Each line ends with the Löwdin charge.
Cartesian coordinates (Å):
N 1.181 -0.508 -0.477  -0.140
N 1.185 0.984 -0.256  0.037
C -0.878 -0.055 0.713  -0.256
C 0.061 1.151 0.501  -0.165
C -1.580 0.003 -0.625  -0.167
C 0.355 -1.187 0.383  -0.233
H 2.228 -0.773 -0.342  0.149
H -0.205 -2.114 -0.092  0.138
H -2.413 0.670 -0.740  0.053
H -2.050 -1.049 -0.914  0.095
H -0.230 2.263 0.219  0.136
H 0.828 -1.475 1.298  0.085
H -1.619 -0.149 1.491  0.117
H -0.847 -0.180 -1.620  0.148